{"formula": "C6H7ClN2O4", "method": "ωB97M-V/def2-TZVPD", "lumo_ev": [-0.99, -1.95], "homo_lumo_gap_ev": [7.19, 5.76], "homo_ev": [-8.186, -7.712], "energy_ev": -30016.60947, "species": ["C", "C", "C", "C", "C", "C", "N", "N", "O", "O", "O", "O", "Cl", "H", "H", "H", "H", "H", "H", "H"], "coordinates": [[0.493, -1.290, 2.270], [1.634, -0.439, 1.990], [-0.803, -1.177, 1.877], [1.785, 0.575, 1.181], [-0.758, 0.399, 0.000], [0.343, -0.198, -3.294], [-1.359, -0.307, 1.007], [-1.329, 1.674, -0.120], [-0.670, 2.487, -0.730], [-2.340, 1.952, 0.512], [0.086, -0.034, -0.847], [-0.638, -0.418, -2.350], [2.161, 1.883, 0.411], [0.719, -2.078, 2.999], [2.415, -1.013, 2.497], [-1.489, -1.687, 2.514], [0.127, 0.250, -4.350], [0.894, -1.128, -3.538], [1.065, 0.570, -3.002], [-2.335, -0.022, 0.974]]}

{"formula": "C6H7ClO", "method": "ωB97M-V/def2-TZVPD", "lumo_ev": 0.64, "homo_lumo_gap_ev": 10.81, "homo_ev": -10.174, "energy_ev": -20901.58521, "species": ["C", "C", "C", "C", "C", "C", "H", "H", "H", "H", "H", "H", "H", "O", "Cl"], "coordinates": [[-0.861, 1.195, -0.952], [-0.968, 0.270, 0.171], [-0.276, -1.535, 0.766], [0.311, -0.117, 0.831], [1.452, 0.020, -0.004], [2.361, -0.156, -0.793], [-0.126, 0.952, -1.748], [-1.791, 1.223, -1.560], [-0.717, 2.147, -0.578], [-1.592, 0.657, 1.024], [-0.678, -2.026, 1.658], [0.283, -2.195, 0.117], [3.342, -0.149, -1.190], [-1.181, -1.054, -0.221], [0.442, 0.767, 2.480]]}

{"formula": "C6H7ClO", "method": "ωB97M-V/def2-TZVPD", "lumo_ev": 0.82, "homo_lumo_gap_ev": 10.16, "homo_ev": -9.345, "energy_ev": -20903.39696, "species": ["C", "C", "C", "C", "C", "C", "H", "H", "H", "H", "H", "H", "H", "O", "Cl"], "coordinates": [[-1.021, -0.359, -0.051], [0.298, -0.682, -0.828], [1.026, -0.627, 0.532], [0.009, 0.528, 0.754], [0.400, 1.500, -0.321], [0.601, 0.709, -1.365], [-2.170, -1.125, 1.309], [-1.791, 0.221, -0.564], [0.332, -1.541, -1.497], [2.110, -0.321, 0.558], [0.838, -1.522, 1.155], [0.410, 2.562, -0.238], [0.864, 0.964, -2.425], [-1.526, -1.445, 0.625], [-0.382, 1.137, 2.356]]}

{"formula": "C6H7ClO3Si", "method": "ωB97M-V/def2-TZVPD", "lumo_ev": -0.02, "homo_lumo_gap_ev": 9.60, "homo_ev": -9.625, "energy_ev": -32877.24779, "smiles": "O=[Si](O)c1ccccc1.OCl", "species": ["C", "C", "C", "C", "C", "C", "O", "O", "O", "Si", "Cl", "H", "H", "H", "H", "H", "H", "H"], "coordinates": [[-1.132, -2.035, 1.054], [-0.579, -2.088, -0.261], [-1.507, -0.799, 1.561], [-0.393, -0.909, -0.954], [-1.121, 0.390, 0.935], [-0.458, 0.325, -0.286], [0.609, 2.035, -2.527], [-0.126, 3.014, 0.066], [3.125, 0.061, -0.092], [0.145, 1.898, -1.078], [3.492, 1.458, -0.944], [-1.266, -3.062, 1.500], [-0.472, -3.056, -0.766], [-2.001, -0.667, 2.515], [-0.006, -0.962, -2.049], [-1.414, 1.200, 1.541], [3.571, -0.702, -0.392], [-0.466, 3.896, 0.177]]}

{"formula": "C6H7ClS", "method": "ωB97M-V/def2-TZVPD", "lumo_ev": -1.15, "homo_lumo_gap_ev": 7.77, "homo_ev": -8.921, "energy_ev": -29691.14735, "smiles": "C=CC(=S)/C(Cl)=C\\C", "species": ["C", "C", "C", "C", "C", "C", "H", "H", "H", "H", "H", "H", "H", "S", "Cl"], "coordinates": [[0.969, 2.109, 0.395], [1.686, 0.848, -0.116], [1.094, -0.276, -0.480], [-0.419, -0.332, -0.592], [-0.970, -1.529, 0.098], [-2.272, -1.818, 0.255], [0.735, 2.755, -0.478], [0.052, 1.741, 0.894], [1.604, 2.682, 1.052], [2.740, 0.884, -0.264], [-0.256, -2.256, 0.454], [-2.540, -2.697, 0.833], [-3.130, -1.187, 0.045], [-1.391, 0.762, -1.297], [2.098, -1.685, -0.800]]}

{"formula": "C6H7F2O3", "method": "ωB97M-V/def2-TZVPD", "lumo_ev": 3.69, "homo_lumo_gap_ev": 7.98, "homo_ev": -4.286, "energy_ev": -17912.30770, "total_charge": -1, "species": ["C", "C", "C", "C", "C", "C", "O", "O", "O", "F", "F", "H", "H", "H", "H", "H", "H", "H"], "coordinates": [[2.078, 1.459, 0.336], [1.265, 0.623, 0.965], [-1.586, -0.023, -2.083], [-0.246, -1.363, 1.336], [0.381, -0.389, 0.356], [-1.261, 0.524, -0.502], [-2.722, -0.448, -2.084], [-0.609, 0.040, -2.836], [0.906, -1.125, -0.686], [-2.287, 0.479, 0.409], [-0.955, 1.936, -0.469], [2.733, 2.217, 0.870], [2.098, 1.345, -0.722], [0.975, 0.627, 2.054], [0.494, -2.218, 1.440], [-1.195, -1.975, 0.930], [-0.650, -0.918, 2.262], [0.581, -0.792, -1.575]]}

{"formula": "C6H7FO", "method": "ωB97M-V/def2-TZVPD", "lumo_ev": 0.89, "homo_lumo_gap_ev": 9.58, "homo_ev": -8.692, "energy_ev": -11097.47858, "smiles": "C[C@H]1[C@H](F)[C@@H]1C=C=O", "species": ["C", "C", "C", "C", "C", "C", "O", "F", "H", "H", "H", "H", "H", "H", "H"], "coordinates": [[-1.517, -0.465, 1.070], [-0.516, 0.232, 0.288], [-2.492, 0.143, 1.694], [0.916, 0.211, 0.635], [0.554, -0.522, -0.621], [1.186, 0.093, -1.876], [-3.413, 0.693, 2.118], [1.227, -0.560, 1.813], [-1.266, -1.517, 1.325], [-0.935, 1.283, -0.029], [1.510, 1.039, 0.633], [0.533, -1.641, -0.662], [0.505, 0.511, -2.545], [1.936, -0.496, -2.467], [1.771, 0.996, -1.377]]}

{"formula": "C6H7FS", "method": "ωB97M-V/def2-TZVPD", "lumo_ev": 0.83, "homo_lumo_gap_ev": 9.41, "homo_ev": -8.579, "energy_ev": -19884.49083, "smiles": "FC1=CC[C@H]2CS[C@@H]12", "species": ["C", "C", "C", "C", "C", "C", "H", "H", "H", "H", "H", "H", "H", "F", "S"], "coordinates": [[1.096, -0.666, -0.090], [1.972, 0.436, -0.234], [1.069, 1.738, -0.085], [-0.306, 1.293, 0.609], [-1.445, 1.002, -0.542], [-0.042, -0.269, 0.743], [3.121, 0.741, -0.586], [1.581, 2.258, 0.586], [0.808, 2.200, -0.980], [-0.931, 1.825, 1.356], [-1.101, 1.257, -1.683], [-2.330, 1.582, -0.257], [-0.001, -0.671, 1.693], [1.178, -2.025, -0.123], [-1.614, -0.761, -0.090]]}